No. 1
DFT (wB97M-V/def2-TZVPD) results for a structure of composition C22H26AlBrN4O3 at a distorted geometry.

Charge = +2
E_tot = -111970.4058 eV
Energy above the lowest of the compared OMol25 structures with the same formula, charge and spin = 16.3 kcal/mol
Frontier orbital gap = 8.83 eV
HOMO = -14.399 eV
Max |F| = 1.3 eV Å⁻¹
2S+1 = 1

Structure (XYZ):
```
57
Properties=species:S:1:pos:R:3:forces:R:3:mulliken_charge:R:1
Al 0.2679 -0.0977 0.2185 0.680 0.243 1.059 0.547
C 1.1975 -1.5012 5.4894 0.260 -0.037 0.097 -1.418
C 0.2255 -1.2372 4.3918 -0.289 0.016 -0.364 0.260
C -1.1347 -1.0215 4.6290 0.338 -0.026 -0.342 -0.349
C -1.9907 -0.7376 3.5735 0.043 -0.014 -0.217 -0.818
C -1.4357 -0.6612 2.3137 -0.109 -0.088 0.341 0.683
Br -2.4192 -0.1506 0.7823 -0.411 0.152 0.148 -0.059
N -0.1501 -0.8870 2.0495 -0.325 0.164 -0.466 -0.018
C 0.6559 -1.1841 3.0660 0.159 -0.134 0.479 -0.212
H 0.6913 -1.6935 6.4305 -0.012 -0.033 0.043 0.393
H 1.8557 -0.6409 5.6303 -0.042 -0.013 0.022 0.309
H 1.8286 -2.3564 5.2501 0.004 -0.037 0.054 0.380
H -1.5244 -1.0738 5.6342 -0.028 0.001 0.104 0.451
H -3.0455 -0.5734 3.7278 -0.052 0.048 -0.012 0.494
H 1.6851 -1.3919 2.8061 0.017 0.022 0.076 0.600
O 0.1743 1.3519 -0.9788 -0.070 -0.517 -0.308 -0.622
C 0.2319 2.1437 0.0351 -0.048 0.385 0.096 0.837
O 0.2733 1.5384 1.1585 0.032 -0.150 -0.006 -0.492
C 0.2254 3.5748 -0.0729 0.009 0.891 -0.056 0.115
C 0.3816 4.2103 -1.3129 -0.047 -0.306 0.187 -0.331
C 0.3524 5.5869 -1.3854 0.008 0.031 -0.049 -0.700
C 0.1585 6.3412 -0.2360 -0.034 -0.107 0.031 -0.393
C -0.0010 5.7211 0.9971 0.000 0.041 0.021 -0.667
C 0.0407 4.3447 1.0857 -0.002 -0.238 -0.214 -0.372
H 0.5296 3.6140 -2.2001 -0.007 -0.038 -0.093 0.472
H 0.4724 6.0800 -2.3369 0.025 0.034 -0.094 0.427
H 0.1210 7.4175 -0.3071 0.013 0.094 0.022 0.423
H -0.1643 6.3166 1.8827 0.009 0.018 0.055 0.424
H -0.0948 3.8401 2.0294 0.024 0.016 0.125 0.467
N 2.5720 -0.4218 -1.2852 0.095 -0.010 -0.426 0.111
C 3.8976 -0.5103 -1.4090 0.262 -0.092 0.312 -0.105
C 4.4244 -0.5307 -0.1314 -0.172 -0.023 -0.061 -1.059
C 3.3257 -0.4343 0.7146 0.159 0.110 -0.198 -0.307
N 2.1999 -0.3652 0.0034 -0.483 0.033 0.192 0.555
H 1.8743 -0.3380 -2.0118 0.134 0.015 -0.050 0.070
H 4.3902 -0.5602 -2.3609 -0.037 0.016 -0.191 0.492
H 5.4533 -0.6079 0.1537 0.187 0.013 -0.002 0.448
H 3.3205 -0.3795 1.7843 -0.087 0.013 0.199 0.562
O -0.1266 -1.5465 -0.7305 -0.474 -0.894 -0.692 -0.587
C -0.3164 -2.2376 -1.7747 0.482 0.160 0.176 0.014
C -0.7637 -3.6552 -1.7268 -0.258 -0.164 0.014 -0.467
C -2.0561 -3.6714 -2.5872 -0.148 -0.038 0.162 -0.963
C -2.8982 -2.3794 -2.4602 -0.059 -0.107 -0.294 0.030
C -2.5756 -1.2623 -3.4701 -0.004 0.169 0.206 -0.784
C -1.2216 -0.5799 -3.2277 -0.646 0.351 -0.029 -0.251
N -0.2667 -1.6637 -2.9795 0.666 -0.107 -0.169 0.024
H -0.9740 -3.9398 -0.6966 0.115 0.078 0.006 0.358
H -0.0215 -4.3503 -2.1236 0.099 0.089 0.000 0.330
H -2.6586 -4.5231 -2.2753 0.061 -0.034 0.000 0.434
H -1.8085 -3.8368 -3.6367 -0.011 -0.097 -0.029 0.361
H -2.8207 -1.9934 -1.4414 -0.106 0.018 0.121 -0.173
H -3.9438 -2.6485 -2.6107 0.013 0.034 0.078 0.465
H -3.3567 -0.5040 -3.4119 -0.028 0.044 -0.125 0.413
H -2.6048 -1.6765 -4.4779 -0.012 -0.012 -0.109 0.311
H -1.2606 0.0592 -2.3435 0.085 0.018 -0.215 0.028
H -0.8983 0.0101 -4.0835 0.014 0.039 0.102 0.396
H -0.2935 -2.3264 -3.7515 0.007 -0.037 0.282 0.463
```
Positions in Å, forces in eV/Å.



No. 2
DFT (wB97M-V/def2-TZVPD) results for a structure of composition C22H26AuN6O2.

Charge = +3
E_tot = -39939.1657 eV
Energy above the lowest of the compared OMol25 structures with the same formula, charge and spin = 7.8 kcal/mol
Frontier orbital gap = 7.49 eV
HOMO = -18.076 eV
Max |F| = 0.7 eV Å⁻¹
2S+1 = 1

Structure (XYZ):
```
57
Properties=species:S:1:pos:R:3:forces:R:3:mulliken_charge:R:1
Au 0.1966 0.2730 0.0779 -0.246 -0.643 -0.113 1.485
C 0.1930 -2.3597 2.3261 0.083 -0.007 0.003 -1.187
C 0.6366 -1.0393 2.8640 -0.049 0.032 -0.058 1.050
C 1.0211 -0.9466 4.2012 -0.011 -0.066 0.115 -0.860
C 1.4581 0.2412 4.7380 0.000 0.036 -0.059 -0.780
C 1.5441 1.3545 3.9053 0.010 -0.043 0.074 -0.852
C 1.1689 1.2335 2.5941 -0.005 0.198 -0.237 0.875
N 0.6834 0.0501 2.0794 0.146 0.451 0.027 -0.008
C 1.2825 2.3659 1.6435 -0.129 -0.292 -0.102 0.581
C 1.6399 3.6717 1.9131 0.016 0.099 0.044 -0.896
C 1.6118 4.5967 0.8747 -0.004 -0.022 0.035 -0.953
C 1.2138 4.2305 -0.4063 0.005 0.144 -0.064 -0.867
C 0.8698 2.9155 -0.6442 -0.084 -0.311 0.025 0.555
N 0.9609 2.0460 0.3789 0.296 -0.016 -0.130 0.021
C 0.3935 2.3085 -1.9119 0.080 0.045 0.326 0.807
C 0.3193 3.0198 -3.0788 -0.001 -0.003 -0.083 -0.880
C -0.0539 2.3582 -4.2479 0.023 0.013 0.098 -0.816
C -0.2839 1.0034 -4.1927 -0.052 0.005 -0.170 -0.847
C -0.2117 0.3036 -2.9882 0.013 0.004 0.085 1.033
C -0.4133 -1.1753 -2.9762 0.044 -0.008 -0.065 -1.078
N 0.0744 0.9685 -1.8578 0.181 0.467 0.166 0.134
H 0.5660 -3.1510 2.9725 -0.041 -0.016 -0.010 0.584
H 0.5868 -2.5310 1.3278 -0.007 0.030 -0.045 0.033
H -0.8946 -2.4281 2.3049 -0.009 0.006 0.011 0.205
H 0.9702 -1.8391 4.8098 0.004 0.004 -0.002 0.536
H 1.7510 0.3061 5.7774 -0.010 0.002 0.008 0.477
H 1.9099 2.2993 4.2806 0.017 -0.029 0.014 0.469
H 1.9184 3.9812 2.9102 -0.013 0.003 -0.013 0.534
H 1.8806 5.6257 1.0749 0.010 0.001 -0.013 0.477
H 1.1647 4.9705 -1.1926 -0.001 -0.007 0.019 0.556
H 0.5648 4.0721 -3.0914 -0.007 -0.016 -0.028 0.501
H -0.1273 2.8976 -5.1828 0.001 -0.016 -0.013 0.479
H -0.5190 0.4512 -5.0924 -0.010 -0.007 0.016 0.553
H -0.2686 -1.5637 -3.9819 -0.005 -0.002 0.007 0.581
H -1.4263 -1.4296 -2.6680 0.003 0.004 -0.003 0.188
H 0.3182 -1.6507 -2.3243 -0.016 0.035 0.029 -0.033
C -3.9896 -3.6514 -0.1636 -0.034 0.202 0.007 -1.100
N -3.1925 -2.4260 -0.0415 -0.022 0.051 0.077 0.019
C -3.7263 -1.1192 0.3401 0.163 -0.208 -0.125 -0.367
C -2.4799 -0.2751 0.3140 -0.035 0.459 0.108 0.318
O -2.3581 0.9032 0.5548 -0.288 -0.253 -0.009 -0.552
N -1.3961 -1.0832 -0.0433 -0.251 -0.007 0.137 0.143
C -1.8864 -2.3436 -0.2338 0.323 -0.143 -0.152 -0.425
N -1.1392 -3.3827 -0.5872 -0.063 0.067 0.056 -0.144
H -5.0379 -3.3714 -0.1045 0.001 -0.038 0.000 0.400
H -3.7665 -4.3421 0.6485 0.014 -0.039 -0.018 0.366
H -3.8223 -4.1172 -1.1342 0.001 -0.041 0.005 0.397
H -4.1673 -1.1238 1.3380 -0.060 -0.010 -0.017 0.400
H -4.4550 -0.7531 -0.3846 -0.062 0.008 0.048 0.413
H -0.1622 -3.2672 -0.7881 0.014 -0.019 -0.026 0.204
H -1.5476 -4.2914 -0.7442 0.010 0.007 0.020 0.223
C 3.6026 -0.1643 -1.1607 -0.307 -0.070 -0.021 -0.638
O 2.4492 -0.9696 -0.8186 -0.004 -0.133 0.086 -0.383
H 4.2830 -0.7211 -1.7997 0.055 0.010 0.009 0.329
H 4.1104 0.1742 -0.2593 0.092 0.028 -0.022 0.286
H 3.2159 0.6880 -1.7167 0.088 0.044 0.001 0.185
H 2.7662 -1.7934 -0.4324 0.130 0.013 -0.055 0.270
```
Positions in Å, forces in eV/Å.



No. 3
DFT (wB97M-V/def2-TZVPD) results for a structure of composition C22H26AuN6O2.

Charge = +3
E_tot = -39939.5055 eV
Energy above the lowest of the compared OMol25 structures with the same formula, charge and spin = 0.0 kcal/mol
Frontier orbital gap = 7.59 eV
HOMO = -17.848 eV
Max |F| = 0.5 eV Å⁻¹
2S+1 = 1

Structure (XYZ):
```
57
Properties=species:S:1:pos:R:3:forces:R:3:mulliken_charge:R:1
Au -0.0127 0.1573 0.0105 0.143 0.305 0.147 1.158
C 1.7115 -2.4045 1.5252 0.043 0.035 -0.023 -1.364
C 0.5863 -1.8008 2.2995 -0.099 0.021 -0.062 1.054
C 0.3092 -2.3131 3.5726 -0.001 -0.033 0.030 -0.788
C -0.7730 -1.8752 4.2923 -0.003 -0.005 -0.002 -0.737
C -1.6249 -0.9296 3.7192 -0.016 0.001 -0.008 -0.711
C -1.3292 -0.4352 2.4780 0.017 0.014 -0.090 0.844
N -0.2009 -0.8374 1.7922 0.001 -0.087 0.262 0.202
C -2.1992 0.5200 1.7647 0.089 -0.019 0.007 0.547
C -3.3652 1.1077 2.2177 -0.013 0.008 0.031 -0.886
C -4.0138 2.0237 1.3963 0.029 -0.012 -0.006 -0.826
C -3.4907 2.3676 0.1555 -0.002 0.025 -0.012 -0.952
C -2.3245 1.7550 -0.2655 0.080 0.005 -0.048 0.620
N -1.7594 0.8379 0.5364 -0.494 -0.176 -0.073 -0.085
C -1.5934 1.9681 -1.5294 0.025 -0.078 0.064 0.863
C -2.0443 2.7902 -2.5257 -0.017 -0.006 0.005 -0.780
C -1.3416 2.8393 -3.7309 -0.001 -0.008 0.009 -0.771
C -0.2569 2.0163 -3.8985 0.008 0.019 -0.039 -0.772
C 0.1839 1.1774 -2.8671 -0.065 -0.007 0.049 1.098
C 1.2676 0.1939 -3.1555 0.043 0.005 0.025 -1.389
N -0.4449 1.2181 -1.6797 -0.075 0.148 -0.218 0.070
H 2.6350 -2.3366 2.1018 0.013 0.002 -0.014 0.456
H 1.8686 -1.9591 0.5512 -0.031 -0.003 -0.007 -0.005
H 1.5038 -3.4681 1.3923 -0.003 0.000 0.027 0.444
H 0.9622 -3.0809 3.9657 0.006 0.005 -0.005 0.553
H -0.9843 -2.2771 5.2744 0.005 0.005 0.001 0.486
H -2.5124 -0.6044 4.2425 -0.005 0.002 -0.009 0.470
H -3.7645 0.8688 3.1925 -0.003 0.010 0.001 0.509
H -4.9295 2.4896 1.7363 -0.002 -0.003 0.000 0.481
H -3.9855 3.1014 -0.4638 -0.005 0.004 0.008 0.513
H -2.9414 3.3766 -2.3895 -0.005 -0.008 0.003 0.483
H -1.6734 3.4878 -4.5309 0.004 0.001 0.001 0.483
H 0.2732 1.9849 -4.8405 0.006 0.003 0.004 0.531
H 1.9548 0.6064 -3.8912 0.002 -0.010 -0.009 0.545
H 0.8037 -0.6907 -3.6007 -0.013 0.009 0.004 0.266
H 1.8280 -0.1128 -2.2813 -0.022 -0.001 -0.010 0.095
C 5.4209 2.9948 1.7796 -0.032 0.009 -0.032 -1.067
N 4.1686 2.3621 1.3649 0.037 -0.083 0.007 0.034
C 4.0621 1.2315 0.4596 0.045 0.004 0.070 -0.140
C 2.5785 1.0131 0.5080 -0.216 -0.232 -0.180 0.285
O 2.0183 0.0912 -0.2033 0.148 0.073 0.155 -0.761
N 1.9556 1.8352 1.3127 0.406 0.019 -0.063 -0.349
C 2.9596 2.6414 1.8265 -0.098 0.053 0.011 0.226
N 2.6967 3.5961 2.6949 0.029 -0.008 0.018 -0.312
H 6.2353 2.5470 1.2179 0.008 0.002 0.007 0.411
H 5.5988 2.8323 2.8427 0.008 0.005 -0.004 0.386
H 5.4003 4.0610 1.5552 0.000 0.004 0.007 0.371
H 4.6057 0.3564 0.8257 0.006 0.009 -0.009 0.357
H 4.4122 1.4596 -0.5490 -0.011 0.035 0.000 0.379
H 1.7514 3.7409 3.0076 -0.009 0.004 -0.024 0.233
H 3.4188 4.1939 3.0657 -0.006 -0.004 0.011 0.236
C -0.1022 -3.1131 -1.7342 -0.041 0.054 -0.039 -0.672
O -0.8929 -1.9330 -1.4694 0.077 -0.111 0.113 -0.446
H -0.4488 -3.6137 -2.6363 0.007 -0.005 -0.003 0.301
H -0.1417 -3.8071 -0.8944 0.006 -0.009 -0.011 0.287
H 0.9231 -2.7821 -1.8858 0.005 -0.007 0.006 0.261
H -1.8111 -2.2140 -1.3840 -0.009 0.019 -0.083 0.275
```
Positions in Å, forces in eV/Å.



No. 4
DFT (wB97M-V/def2-TZVPD) results for an isolated molecule of C22H26BrN3O4.

E_tot = -105940.7463 eV
SMILES = CCOCCCNC(=O)[C@]1(O)c2cc(Br)ccc2NC(=O)N1c1ccc(C)c(C)c1
Energy above the lowest of the compared OMol25 structures with the same formula, charge and spin = 0.5 kcal/mol
Frontier orbital gap = 8.99 eV
HOMO = -8.407 eV
Max |F| = 0.7 eV Å⁻¹
2S+1 = 1

Structure (XYZ):
```
56
Properties=species:S:1:pos:R:3:forces:R:3:mulliken_charge:R:1
C 2.3491 2.3948 4.3203 -0.289 -0.182 -0.278 -1.391
C 1.8751 1.7183 3.0368 0.355 0.103 0.069 -0.040
O 0.4802 1.7795 2.8367 -0.205 0.081 -0.092 -0.352
C -0.2896 0.9728 3.7066 -0.288 0.008 0.305 -0.424
C -1.7271 0.9174 3.1916 0.454 -0.168 -0.154 -0.968
C -1.8591 0.0775 1.9266 -0.286 -0.054 0.024 -0.708
N -1.1319 0.6905 0.8385 0.122 0.373 0.361 0.495
C -1.3304 0.3473 -0.4311 0.088 0.267 0.004 -1.122
O -2.1941 -0.4068 -0.8304 -0.032 -0.109 -0.120 -0.702
C -0.3496 1.0083 -1.4400 -0.178 -0.139 -0.426 1.952
O 0.5045 1.9019 -0.7472 0.076 0.150 0.303 -0.548
C -1.1479 1.7538 -2.4802 0.179 -0.098 -0.307 0.023
C -2.2004 2.5703 -2.1020 -0.046 0.078 -0.303 -0.436
C -2.8780 3.2901 -3.0687 -0.117 0.110 0.198 -0.353
Br -4.3143 4.4207 -2.5494 0.065 -0.062 -0.031 -0.214
C -2.5233 3.2117 -4.4066 0.000 -0.016 0.103 -0.502
C -1.4746 2.3979 -4.7823 0.107 -0.080 0.104 -0.729
C -0.7784 1.6641 -3.8228 -0.459 0.319 0.446 -0.029
N 0.2827 0.8557 -4.1626 0.248 -0.179 -0.200 -0.103
C 0.8101 -0.1284 -3.3388 0.066 0.348 -0.571 0.310
O 1.5844 -0.9441 -3.7855 0.169 -0.279 -0.080 -0.669
N 0.4135 -0.0762 -2.0354 -0.316 0.019 0.317 0.453
C 0.7662 -1.1594 -1.1759 0.350 -0.224 0.126 -0.233
C 1.4143 -0.9212 0.0263 0.008 0.045 -0.194 -0.644
C 1.6999 -1.9856 0.8613 -0.041 -0.126 0.036 -1.194
C 1.3689 -3.2877 0.5169 0.030 0.125 0.051 1.518
C 1.6954 -4.4222 1.4395 -0.016 0.032 -0.063 -1.720
C 0.7288 -3.5241 -0.7039 -0.028 0.175 -0.074 0.985
C 0.3579 -4.9157 -1.1132 0.013 0.036 0.029 -1.895
C 0.4280 -2.4554 -1.5328 0.055 0.028 0.162 -0.303
H 1.9565 3.4072 4.3715 -0.006 0.112 0.027 0.313
H 3.4347 2.4370 4.3270 0.126 0.001 0.039 0.435
H 2.0200 1.8455 5.1991 0.016 -0.012 0.116 0.342
H 2.2983 2.2332 2.1701 0.045 -0.126 0.065 0.326
H 2.2081 0.6692 3.0233 -0.026 0.074 -0.075 0.126
H -0.2807 1.3935 4.7219 0.053 -0.078 -0.088 0.356
H 0.1365 -0.0414 3.7491 -0.007 0.044 0.017 0.330
H -2.0599 1.9361 2.9900 -0.096 0.057 0.070 0.307
H -2.3611 0.4909 3.9692 -0.016 0.019 0.021 0.429
H -2.9068 -0.0175 1.6260 0.116 -0.055 0.062 0.370
H -1.4700 -0.9343 2.1032 -0.084 0.022 -0.001 0.321
H -0.3563 1.2919 1.0939 -0.073 -0.081 -0.173 0.344
H 1.0790 2.3479 -1.3815 -0.109 -0.037 -0.025 0.505
H -2.4783 2.6416 -1.0621 -0.069 0.023 0.105 0.623
H -3.0649 3.7812 -5.1458 -0.037 0.035 -0.044 0.414
H -1.1884 2.3254 -5.8206 0.024 -0.007 -0.138 0.390
H 0.5292 0.7614 -5.1381 0.047 -0.096 0.213 0.294
H 1.6888 0.0830 0.3081 0.039 0.072 -0.022 0.546
H 2.2036 -1.7992 1.8001 0.054 0.002 0.094 0.293
H 2.1868 -4.0603 2.3393 0.026 -0.017 0.061 0.364
H 0.7901 -4.9554 1.7281 -0.022 -0.102 0.066 0.348
H 2.3558 -5.1361 0.9484 0.047 -0.119 0.032 0.348
H -0.1245 -4.9123 -2.0863 -0.038 -0.055 -0.060 0.382
H -0.3236 -5.3605 -0.3887 -0.050 -0.111 0.014 0.341
H 1.2442 -5.5471 -1.1670 0.020 -0.122 -0.022 0.369
H -0.0772 -2.6267 -2.4702 -0.062 -0.022 -0.099 0.326
```
Positions in Å, forces in eV/Å.